(1)
44
Properties=species:S:1:pos:R:3 method="wB97M-V/def2-TZVPD" energy_ev=-34870.663 gap_ev=7.6 spin_multiplicity=1
S -0.522 3.887 -1.753
O -2.803 -2.031 -1.953
N -0.226 2.519 0.794
N 1.169 1.974 -1.060
C -2.714 -3.471 -1.500
C -2.746 -1.209 -0.985
C 1.164 -2.170 1.243
C -2.462 -1.617 0.216
C 3.908 -0.244 -0.390
C 0.209 2.580 -0.567
C 5.456 -0.503 -0.757
C 1.966 1.006 -0.703
C -2.380 -0.476 1.310
C 1.156 -0.047 0.184
C 1.824 -1.211 0.443
C 3.113 -1.228 0.438
C -3.027 0.174 -1.457
C -2.571 0.803 1.029
C 3.157 0.800 -0.731
C -2.365 2.148 1.741
C -2.846 1.203 -0.586
C -1.327 3.114 1.165
H -3.581 -3.849 -0.799
H -1.022 3.838 2.124
H 0.074 -2.174 1.366
H 3.799 -2.228 0.720
H -2.504 -2.379 0.962
H 5.537 -1.017 -1.642
H 5.846 0.247 -0.976
H 0.085 -0.092 0.213
H 0.372 1.896 1.469
H -1.826 1.729 2.804
H -1.929 3.863 0.627
H -3.185 0.297 -2.402
H -2.973 -4.175 -2.476
H 1.287 -3.197 0.804
H 1.549 -2.415 2.164
H 3.731 1.683 -1.715
H 5.811 -1.015 0.206
H -3.191 2.346 1.976
H -1.593 -3.659 -1.227
H -3.022 2.395 -0.785
H -1.989 -0.688 2.447
H 1.592 2.597 -1.981

=====

(2)
49
Properties=species:S:1:pos:R:3 method="wB97M-V/def2-TZVPD" energy_ev=-35768.323 charge=+1 gap_ev=4.5 spin_multiplicity=1
O -5.312 0.300 -0.870
O 1.822 -1.830 -1.201
O 0.059 -1.355 1.983
O -3.343 2.351 -0.579
O -1.028 1.009 -4.476
O -4.246 -1.561 -0.274
N 3.014 -0.417 0.100
N -4.225 -0.329 -0.236
N 1.859 -2.613 1.891
C -2.502 0.387 2.992
C 2.820 -1.152 -0.999
C -3.146 1.700 0.606
C -0.537 1.021 -3.212
C 1.250 -1.438 1.687
C 1.033 1.909 -1.568
C -2.172 1.734 2.831
C -1.072 0.158 -2.232
C -2.488 2.382 1.633
C 0.506 1.906 -2.873
C 3.282 -2.943 1.797
C -0.544 0.167 -0.926
C 1.125 1.018 0.805
C 2.024 -0.189 1.169
C -3.174 -0.299 1.976
C -3.530 0.354 0.777
C 0.515 1.034 -0.591
C 3.933 -1.129 -2.020
H 3.547 -3.154 0.759
H 4.047 -0.118 -2.405
H -2.496 2.434 -1.056
H 1.239 -3.355 2.177
H -0.905 -0.545 -0.196
H 3.490 -3.835 2.390
H -5.883 -0.381 -1.262
H 4.861 -1.461 -1.558
H -1.847 -0.543 -2.499
H -2.226 -0.141 3.903
H 1.735 1.916 0.912
H 2.598 0.127 2.040
H 0.328 1.111 1.540
H -1.653 2.263 3.628
H 3.896 -2.125 2.174
H 0.909 2.561 -3.633
H 1.854 2.570 -1.326
H -2.214 3.424 1.492
H -1.358 0.146 -4.732
H 3.887 0.080 0.164
H 3.675 -1.800 -2.838
H -3.409 -1.350 2.134

=====

(3)
47
Properties=species:S:1:pos:R:3 method="wB97M-V/def2-TZVPD" energy_ev=-31109.155 gap_ev=8.1 spin_multiplicity=1
O 5.530 -0.268 -1.130
O -3.460 -2.720 0.043
O -3.234 2.001 -0.951
N 4.275 -0.484 -1.220
N -1.490 3.316 0.634
N -0.497 4.383 0.544
N 1.352 0.263 0.063
C 3.745 -0.691 0.087
C 1.413 0.744 -1.756
C -1.765 -1.718 0.925
C -4.349 1.793 -1.981
C -2.770 0.697 -0.446
C 4.648 -0.446 0.990
C -2.852 -1.697 0.237
C 0.551 3.661 0.795
C 5.834 -0.038 0.320
C 2.170 -0.972 0.329
C -1.210 -0.404 1.223
C -0.933 2.022 0.694
C 0.535 2.152 0.752
C 1.842 -2.165 -0.740
C 1.643 1.474 0.808
C -1.685 0.674 0.645
C -3.146 -3.979 0.814
C -3.436 -0.523 -0.522
H 4.494 -0.339 2.074
H -5.152 1.232 -1.488
H 2.430 1.982 0.723
H 1.680 0.953 1.809
H 2.512 0.716 -1.932
H -4.037 0.960 -2.801
H -4.219 -0.733 -1.048
H 2.144 -2.933 -0.032
H -2.027 -4.329 0.418
H -3.812 -4.867 0.468
H -3.083 -3.873 1.814
H -1.513 -2.317 1.565
H 6.840 0.408 0.617
H -4.336 2.776 -2.277
H 1.351 4.415 0.954
H -0.343 -0.363 1.837
H 0.905 -0.378 -2.084
H 2.175 -1.208 1.448
H 0.911 1.672 -1.661
H 0.731 -2.236 -0.265
H 2.125 -2.054 -1.583
H -2.489 3.438 0.290

=====

(4)
48
Properties=species:S:1:pos:R:3 method="wB97M-V/def2-TZVPD" energy_ev=-33172.780 smiles="COCc1cc(=O)[nH]c(N2CCN(Cc3ccc4c(c3)OCO4)CC2)n1" gap_ev=8.6 spin_multiplicity=1
O -3.927 -0.086 3.755
O 1.534 -4.645 -5.215
O 0.091 -3.010 -5.961
O 0.525 2.959 5.138
N -1.043 1.270 0.425
N -0.926 2.284 2.470
N 1.127 -0.132 -0.844
N -2.472 0.571 2.157
C -2.398 1.675 4.249
C -1.387 2.428 3.729
C 2.236 -2.165 -2.588
C 1.370 -1.176 -3.030
C -0.111 -0.795 -0.490
C 0.305 2.018 6.159
C -1.467 1.368 1.704
C -0.657 3.464 4.552
C 0.596 -4.305 -6.213
C 1.602 -3.563 -4.378
C 1.278 0.122 -2.268
C 0.156 1.991 0.032
C 0.592 -1.375 -4.173
C 0.729 -2.573 -4.831
C -1.318 0.163 -0.466
C -3.023 0.665 3.449
C 1.347 1.020 0.007
C 2.367 -3.381 -3.252
H 2.248 1.541 -0.322
H 2.215 0.673 -2.397
H -0.012 2.422 -0.959
H -0.290 -1.608 -1.195
H -2.220 -0.377 -0.181
H 0.324 2.785 0.756
H -2.760 1.811 5.255
H -0.232 -5.031 -6.205
H -0.314 2.442 6.960
H -1.327 3.860 5.330
H 0.470 0.736 -2.694
H 3.039 -4.147 -2.905
H -1.483 0.577 -1.467
H 2.813 -1.980 -1.696
H -2.905 -0.129 1.569
H 1.287 1.765 6.555
H -0.180 1.110 5.783
H 0.018 -1.222 0.511
H -0.325 4.272 3.897
H -0.088 -0.622 -4.536
H 1.512 0.653 1.024
H 1.084 -4.324 -7.201

=====

(5)
49
Properties=species:S:1:pos:R:3 method="wB97M-V/def2-TZVPD" energy_ev=-32987.595 smiles="CC(C)NC(=O)CN1CCN(c2nncc(-c3ccc(C#N)nc3)n2)CC1" gap_ev=7.7 spin_multiplicity=1
O -2.520 -2.499 2.629
N -3.757 -0.674 2.166
N 2.872 1.290 1.495
N 4.176 0.735 1.374
N -1.210 0.277 0.622
N 5.203 -1.842 -7.129
N 0.935 2.228 0.473
N 3.809 0.456 -4.747
N 2.578 1.306 -0.818
C -0.441 0.640 1.841
C 5.173 -0.681 -2.555
C 3.611 0.824 -3.495
C -2.671 -1.447 2.002
C 4.254 0.311 -2.363
C 4.663 0.558 0.106
C -5.703 -2.221 1.896
C 5.013 -1.116 -6.250
C 4.764 -0.541 -4.976
C 3.807 0.769 -1.015
C 0.031 2.135 -0.726
C 5.320 -1.115 -3.902
C -0.497 0.624 -0.621
C 0.163 2.072 1.715
C 2.153 1.643 0.404
C -4.959 -1.254 2.740
C -5.803 -0.043 2.933
C -1.732 -1.142 0.821
H 5.858 -2.061 -4.080
H 5.741 -1.151 -1.711
H -1.261 0.384 -1.451
H -0.824 2.759 -0.415
H -6.790 -2.158 1.892
H -5.307 0.784 3.456
H -2.211 -1.391 -0.092
H 3.001 1.684 -3.267
H -1.260 0.659 2.620
H 0.304 -0.064 2.149
H 0.418 2.577 -1.684
H 0.773 2.226 2.687
H -5.425 -3.259 2.325
H -6.779 -0.224 3.308
H -5.273 -2.194 0.889
H -0.648 2.831 1.735
H -3.849 0.156 1.521
H -6.110 0.385 1.929
H 5.733 0.315 -0.041
H 0.249 -0.040 -0.877
H -4.682 -1.629 3.710
H -0.893 -1.881 0.777

=====

no.,M (g mol⁻¹),HOMO level (hartree)
1,314.45,-0.2791
2,376.39,-0.4043
3,342.40,-0.2775
4,358.40,-0.2972
5,366.43,-0.3248